## a
This record from OMol25 describes one molecule with the formula C5H10N2O. The level of theory is wB97M-V/def2-TZVPD.

Element x y z (Å)
1 C -0.43 -0.80 -0.63
2 C -1.70 1.49 0.23
3 C -1.42 -1.61 0.19
4 C 2.91 0.28 0.05
5 N -0.60 0.81 -0.41
6 C 1.44 0.21 -0.06
7 O 0.88 -1.05 -0.24
8 N 0.62 1.19 0.03
9 H -0.54 -1.00 -1.71
10 H -1.71 2.52 -0.10
11 H -1.63 1.49 1.32
12 H -2.67 1.04 -0.03
13 H -2.44 -1.38 -0.11
14 H -1.26 -2.67 -0.01
15 H -1.28 -1.42 1.25
16 H 3.20 1.30 0.31
17 H 3.38 -0.01 -0.89
18 H 3.26 -0.40 0.82

Summary:
Structure (SMILES): CC1=NN(C)[C@H](C)O1
Highest occupied orbital energy (eV): -7.6
Lowest unoccupied orbital energy (eV): 1.02
Spin multiplicity: 1
Frontier orbital gap (eV): 8.582


## b
This record from OMol25 describes one molecule with the formula C5H10N2O. The level of theory is wB97M-V/def2-TZVPD.

Element x y z (Å)
1 C -0.94 -1.36 -0.16
2 C -1.09 0.00 0.40
3 C 0.31 -0.50 0.08
4 N 1.18 -0.70 1.19
5 N 1.90 1.06 -0.87
6 C 0.84 0.22 -1.11
7 C -1.75 0.63 1.37
8 O -0.64 0.99 -1.49
9 H -1.58 1.24 -1.51
10 H 2.16 -0.89 1.05
11 H 0.92 -1.52 1.75
12 H 1.85 1.56 0.02
13 H 2.24 1.60 -1.65
14 H -1.25 -1.54 -1.18
15 H -1.07 -2.19 0.52
16 H 0.95 -0.34 -2.04
17 H -1.32 1.49 1.87
18 H -2.68 0.25 1.75

Summary:
Structure (SMILES): C=C1C[C@@]1(N)[C@H](N)O
Highest occupied orbital energy (eV): -8.0
Lowest unoccupied orbital energy (eV): 0.91
Spin multiplicity: 1
Frontier orbital gap (eV): 8.869


## c
This record from OMol25 describes one molecule with the formula C5H10N2O. The level of theory is wB97M-V/def2-TZVPD.

Element x y z (Å)
1 C 0.42 -0.82 0.22
2 C 0.33 1.73 0.84
3 C -0.21 -1.75 -0.82
4 C -0.19 0.61 0.07
5 N 1.86 -0.86 0.09
6 C -1.68 0.66 0.59
7 N 0.06 1.33 -1.11
8 O -2.22 -0.25 1.16
9 H 0.15 -1.15 1.22
10 H 2.33 -0.35 0.83
11 H 2.16 -0.47 -0.80
12 H -0.80 1.38 -1.67
13 H -2.21 1.57 0.27
14 H 1.22 1.63 1.46
15 H -0.18 2.68 0.87
16 H 0.04 -1.40 -1.83
17 H -1.29 -1.79 -0.71
18 H 0.20 -2.75 -0.69

Summary:
Highest occupied orbital energy (spin up / spin down) (eV): -9.0 / -9.1
Lowest unoccupied orbital energy (spin up / spin down) (eV): -0.72 / -0.69
Spin multiplicity: 1
Frontier orbital gap (spin up / spin down) (eV): 8.308 / 8.442


Name the most stable of them. a.


## a
This record from OMol25 describes a 2-piece molecular cluster, C11H15N overall. The level of theory is wB97M-V/def2-TZVPD.

Element x y z (Å)
1 C -2.28 2.83 -0.22
2 C -0.46 1.08 0.43
3 C -1.44 2.07 0.74
4 C 0.00 0.60 1.68
5 C -1.57 2.17 2.10
6 C 0.80 -0.66 -0.62
7 C 1.25 -1.10 0.64
8 C 0.03 0.47 -0.73
9 C 0.94 -0.45 1.80
10 N -0.64 1.28 2.67
11 H 1.06 -1.19 -1.52
12 H 1.95 -1.93 0.64
13 H -0.37 0.74 -1.70
14 H 1.43 -0.63 2.75
15 H -1.67 3.31 -1.00
16 H -2.76 3.74 0.16
17 H -2.17 2.75 2.78
18 H -0.74 0.87 3.58
19 H -3.04 2.20 -0.69
20 C 0.73 -3.33 -3.33
21 C 2.22 -3.45 -3.18
22 H 0.40 -2.49 -3.95
23 H 0.22 -4.25 -3.62
24 H 0.25 -3.10 -2.36
25 H 2.49 -3.99 -2.27
26 H 2.67 -2.44 -3.05
27 H 2.83 -3.76 -4.03

Summary:
Structure (SMILES): Cc1c[nH]c2ccccc12.CC
Highest occupied orbital energy (eV): -7.9
Lowest unoccupied orbital energy (eV): 0.98
Spin multiplicity: 1
Frontier orbital gap (eV): 8.906


## b
This record from OMol25 describes a 2-piece molecular cluster, C11H15N overall. The level of theory is wB97M-V/def2-TZVPD.

Element x y z (Å)
1 C 1.00 -0.30 2.43
2 C 0.49 1.10 2.19
3 H 1.66 -0.61 1.65
4 H 1.54 -0.11 3.46
5 H 0.29 -1.07 2.65
6 H -0.59 1.08 2.46
7 H 0.74 1.46 1.19
8 H 1.07 1.79 2.82
9 C -1.47 -2.49 -0.21
10 C -0.20 -0.34 -1.03
11 C -1.41 -1.13 -0.84
12 C -0.61 0.96 -1.54
13 C -2.43 -0.41 -1.41
14 C 2.06 0.31 -0.76
15 C 1.71 1.59 -1.18
16 C 1.10 -0.68 -0.71
17 C 0.45 1.85 -1.67
18 N -1.97 0.86 -1.80
19 H 3.08 0.20 -0.42
20 H 2.55 2.32 -1.23
21 H 1.36 -1.68 -0.32
22 H 0.24 2.83 -2.06
23 H -0.55 -3.07 -0.25
24 H -2.19 -3.08 -0.84
25 H -3.47 -0.68 -1.45
26 H -2.46 1.70 -1.92
27 H -2.00 -2.42 0.79

Summary:
Structure (SMILES): Cc1c[nH]c2ccccc12.CC
Highest occupied orbital energy (eV): -7.9
Lowest unoccupied orbital energy (eV): 0.96
Spin multiplicity: 1
Frontier orbital gap (eV): 8.858


Name the most stable of them. a.


## a
This record from OMol25 describes a 2-piece molecular cluster, C11H15N overall. The level of theory is wB97M-V/def2-TZVPD.

Element x y z (Å)
1 C 0.13 -2.91 -0.76
2 C 0.34 -0.31 -0.70
3 C 0.79 -1.62 -1.13
4 C 1.08 0.62 -1.43
5 C 1.76 -1.42 -2.05
6 C -0.78 0.09 0.03
7 C -1.03 1.44 0.10
8 C -0.19 2.39 -0.50
9 C 0.86 2.00 -1.29
10 N 1.99 -0.06 -2.20
11 H -1.38 -0.57 0.63
12 H -1.90 1.86 0.61
13 H -0.36 3.46 -0.43
14 H 0.71 -3.58 -0.14
15 H -0.08 -3.52 -1.64
16 H 2.41 -2.05 -2.64
17 H 2.56 0.35 -2.92
18 H 1.52 2.72 -1.76
19 H -0.83 -2.79 -0.27
20 C -1.81 0.74 4.30
21 C -2.09 -0.43 3.35
22 H -2.54 0.77 5.11
23 H -0.79 0.76 4.67
24 H -1.96 1.68 3.76
25 H -2.55 -1.29 3.85
26 H -1.12 -0.79 3.02
27 H -2.63 -0.12 2.46

Summary:
Structure (SMILES): Cc1c[nH]c2ccccc12.CC
Highest occupied orbital energy (eV): -7.9
Lowest unoccupied orbital energy (eV): 0.97
Spin multiplicity: 1
Frontier orbital gap (eV): 8.831


## b
This record from OMol25 describes a 2-piece molecular cluster, C11H15N overall. The level of theory is wB97M-V/def2-TZVPD.

Element x y z (Å)
1 C -2.74 -0.01 -0.34
2 C 0.18 -0.36 1.94
3 C -0.50 0.30 0.91
4 C -1.80 -0.32 0.77
5 C -1.85 -1.27 1.74
6 C 1.45 0.05 2.38
7 C 1.95 1.21 1.85
8 C 0.10 1.41 0.30
9 C 1.33 1.84 0.74
10 N -0.70 -1.25 2.52
11 H -0.50 -2.00 3.15
12 H 2.05 -0.56 3.05
13 H -2.62 -1.99 1.98
14 H 2.85 1.67 2.23
15 H -0.44 2.02 -0.41
16 H -3.28 -0.85 -0.75
17 H -2.27 0.62 -1.09
18 H 1.76 2.74 0.34
19 H -3.54 0.68 -0.02
20 C 1.80 -0.60 -2.98
21 C 0.40 -0.43 -2.38
22 H 2.48 0.13 -2.54
23 H 2.13 -1.60 -2.76
24 H 1.77 -0.39 -4.04
25 H 0.28 0.49 -1.81
26 H -0.44 -0.32 -3.08
27 H 0.12 -1.21 -1.68

Summary:
Structure (SMILES): Cc1c[nH]c2ccccc12.CC
Highest occupied orbital energy (eV): -7.8
Lowest unoccupied orbital energy (eV): 0.93
Spin multiplicity: 1
Frontier orbital gap (eV): 8.773


## c
This record from OMol25 describes a 2-piece molecular cluster, C11H15N overall. The level of theory is wB97M-V/def2-TZVPD.

Element x y z (Å)
1 C 2.83 1.07 2.23
2 C -0.60 0.18 1.01
3 C 0.66 -0.19 1.48
4 C 1.44 1.01 1.61
5 C 0.65 2.05 1.23
6 C -1.73 -0.64 0.99
7 C -1.49 -1.97 1.23
8 C 0.84 -1.57 1.69
9 C -0.16 -2.47 1.44
10 N -0.57 1.56 0.79
11 H -1.18 2.06 0.19
12 H -2.71 -0.26 0.71
13 H 1.02 3.05 1.06
14 H -2.22 -2.76 1.09
15 H 1.82 -1.82 2.10
16 H 3.40 0.17 2.00
17 H 2.65 1.27 3.29
18 H 0.04 -3.49 1.74
19 H 3.40 1.90 1.83
20 C -0.52 0.74 -3.55
21 C -1.51 -0.43 -3.41
22 H 0.31 0.29 -4.10
23 H -0.94 1.65 -3.97
24 H -0.19 1.02 -2.54
25 H -2.57 -0.19 -3.48
26 H -1.31 -1.01 -2.50
27 H -1.35 -1.22 -4.15

Summary:
Structure (SMILES): Cc1c[nH]c2ccccc12.CC
Highest occupied orbital energy (eV): -7.8
Lowest unoccupied orbital energy (eV): 0.90
Spin multiplicity: 1
Frontier orbital gap (eV): 8.715


Name the most stable of them. a.


## a
This record from OMol25 describes one molecule with the formula C4H8O3. The level of theory is wB97M-V/def2-TZVPD.

Element x y z (Å)
1 C 2.47 0.05 0.45
2 O 1.11 0.21 0.84
3 C 0.21 -0.55 0.21
4 O 0.48 -1.50 -0.48
5 C -1.19 -0.01 0.39
6 C -1.52 0.83 -0.85
7 O -2.10 -1.06 0.59
8 H 2.81 -0.98 0.56
9 H 3.04 0.72 1.10
10 H 2.57 0.35 -0.59
11 H -1.21 0.62 1.29
12 H -0.80 1.63 -1.00
13 H -2.52 1.26 -0.74
14 H -1.52 0.18 -1.74
15 H -1.84 -1.76 -0.03

Summary:
Structure (SMILES): COC(=O)[C@@H](C)O
Highest occupied orbital energy (eV): -10.4
Lowest unoccupied orbital energy (eV): 0.83
Spin multiplicity: 1
Frontier orbital gap (eV): 11.263


## b
This record from OMol25 describes a 2-piece molecular cluster, C4H8O3 overall. The level of theory is wB97M-V/def2-TZVPD.

Element x y z (Å)
1 C -2.68 -0.42 0.00
2 O -1.65 0.06 0.85
3 C -0.11 0.76 -0.56
4 O -0.69 0.96 -1.55
5 C 0.80 0.47 0.36
6 C 2.16 0.22 -0.19
7 O 2.72 -0.89 0.49
8 H -2.32 -1.19 -0.68
9 H -3.49 -0.82 0.63
10 H -3.07 0.41 -0.59
11 H 0.66 0.70 1.41
12 H -0.91 -0.54 0.84
13 H 2.08 0.03 -1.27
14 H 2.77 1.12 -0.04
15 H 3.66 -0.93 0.26

Summary:
Structure (SMILES): O=C=CCO.CO
Highest occupied orbital energy (eV): -8.9
Lowest unoccupied orbital energy (eV): 0.81
Spin multiplicity: 1
Frontier orbital gap (eV): 9.679


## c
This record from OMol25 describes a 2-piece molecular cluster, C4H8O3 overall. The level of theory is wB97M-V/def2-TZVPD.

Element x y z (Å)
1 C -1.34 0.07 1.22
2 C 0.14 -0.18 0.78
3 C 0.14 -0.58 -0.70
4 O 0.79 -1.57 -1.04
5 C -2.01 1.15 0.49
6 O -1.31 1.95 -0.08
7 H -1.25 0.41 2.39
8 H -1.91 -0.88 0.97
9 H 0.61 -0.84 1.36
10 H 0.77 0.63 0.82
11 H -0.37 0.01 -1.41
12 H -3.17 1.31 0.37
13 H 2.59 0.16 -1.85
14 H 2.96 -1.22 -1.75
15 O 3.35 -0.42 -1.56

Summary:
Structure (SMILES): O=CCCC=O.O
Highest occupied orbital energy (eV): -10.1
Lowest unoccupied orbital energy (eV): 0.38
Spin multiplicity: 1
Frontier orbital gap (eV): 10.498


## d
This record from OMol25 describes a 2-piece molecular cluster, C4H8O3 overall. The level of theory is wB97M-V/def2-TZVPD.

Element x y z (Å)
1 C 1.56 -1.79 -0.85
2 C 0.63 -1.02 -1.74
3 O -0.40 -0.50 -1.36
4 C -1.19 1.73 0.26
5 O -1.94 2.63 0.58
6 C -0.71 0.74 1.30
7 O -0.93 1.24 2.58
8 H 1.33 -1.60 0.20
9 H 1.44 -2.86 -1.05
10 H 2.60 -1.53 -1.07
11 H 0.92 -0.95 -2.81
12 H -0.84 1.62 -0.78
13 H -1.26 -0.20 1.13
14 H 0.35 0.50 1.15
15 H -1.55 1.98 2.46

Summary:
Structure (SMILES): O=CCO.CC=O
Highest occupied orbital energy (eV): -10.0
Lowest unoccupied orbital energy (eV): 0.65
Spin multiplicity: 1
Frontier orbital gap (eV): 10.620


Name the most stable of them. a.


## a
This record from OMol25 describes a 2-piece molecular cluster, C4H8O3 overall. The level of theory is wB97M-V/def2-TZVPD.

Element x y z (Å)
1 C -2.47 0.42 0.81
2 O -2.07 -0.69 1.10
3 C -0.11 -0.82 -0.91
4 O -0.71 -0.27 -1.81
5 C 0.62 -0.01 0.14
6 C 2.13 -0.22 0.00
7 O 0.25 1.34 0.02
8 H -2.60 0.73 -0.24
9 H -2.73 1.16 1.58
10 H -0.03 -1.92 -0.86
11 H 0.29 -0.38 1.12
12 H 2.40 -1.26 0.17
13 H 2.65 0.40 0.74
14 H 2.48 0.08 -0.99
15 H -0.10 1.43 -0.88

Summary:
Structure (SMILES): C[C@@H](O)C=O.C=O
Highest occupied orbital energy (eV): -10.2
Lowest unoccupied orbital energy (eV): 0.79
Spin multiplicity: 1
Frontier orbital gap (eV): 11.001


## b
This record from OMol25 describes one molecule with the formula C4H8O3. The level of theory is wB97M-V/def2-TZVPD.

Element x y z (Å)
1 C 2.57 -0.03 0.55
2 O 1.19 0.33 0.64
3 C 0.32 -0.53 0.07
4 O 0.64 -1.47 -0.61
5 C -1.14 -0.07 0.40
6 C -1.43 0.71 -0.84
7 O -2.15 -1.03 0.41
8 H 2.73 -1.01 1.03
9 H 3.12 0.74 1.09
10 H 2.90 -0.09 -0.49
11 H -1.08 0.53 1.33
12 H -0.87 1.67 -0.88
13 H -2.71 0.65 -0.84
14 H -1.21 0.09 -1.71
15 H -2.88 -0.48 -0.15

Summary:
Structure (SMILES): COC(=O)[C@@H](C)O
Highest occupied orbital energy (eV): -10.3
Lowest unoccupied orbital energy (eV): 0.77
Spin multiplicity: 1
Frontier orbital gap (eV): 11.033


Name the most stable of them. a.


## a
This record from OMol25 describes one molecule with the formula C10H12O3. The level of theory is wB97M-V/def2-TZVPD.

Element x y z (Å)
1 C -2.07 1.04 0.86
2 C -1.06 1.93 0.90
3 C 1.05 -2.11 0.08
4 C 2.16 -1.16 -0.46
5 C -2.23 -0.04 -0.20
6 C -0.15 -1.29 0.57
7 C -0.20 1.98 -0.35
8 C -0.87 -0.56 -0.58
9 C 2.60 -0.14 0.21
10 C -0.06 0.62 -1.11
11 O 2.57 0.51 1.41
12 O 3.40 0.87 0.33
13 O 0.71 0.48 -2.03
14 H -2.53 0.77 1.83
15 H -1.04 2.80 1.59
16 H 1.57 -2.75 0.84
17 H 2.45 -1.40 -1.51
18 H -2.99 -0.80 0.03
19 H -2.58 0.53 -1.16
20 H -0.86 -1.89 0.94
21 H 0.17 -0.56 1.38
22 H -0.60 2.79 -1.09
23 H 0.80 2.37 -0.16
24 H -1.01 -1.34 -1.44
25 H 0.76 -2.65 -0.88

Summary:
Structure (SMILES): O=C1CC=CC[C@@H]1CCC=C1OO1
Highest occupied orbital energy (eV): -9.2
Lowest unoccupied orbital energy (eV): 0.86
Spin multiplicity: 1
Frontier orbital gap (eV): 10.058


## b
This record from OMol25 describes a 2-piece molecular cluster, C10H12O3 overall. The level of theory is wB97M-V/def2-TZVPD.

Element x y z (Å)
1 C -2.99 0.14 -0.62
2 C -2.12 0.84 0.31
3 C -1.19 1.17 1.21
4 C -2.91 -1.12 1.43
5 C -3.48 -0.97 0.01
6 C -2.04 0.02 1.51
7 C 2.25 0.53 -0.74
8 C 1.68 -0.40 0.06
9 C 2.95 1.72 -0.35
10 C 1.09 -1.61 -0.66
11 O -0.41 1.97 1.57
12 O 2.22 0.44 -2.13
13 O 1.68 -0.37 1.41
14 H -3.10 0.34 -1.77
15 H -3.62 -1.14 2.26
16 H -2.27 -2.03 1.26
17 H -4.14 -1.77 -0.49
18 H 3.33 1.68 0.72
19 H 2.47 2.72 -0.53
20 H 3.70 1.69 -1.11
21 H 1.48 -2.54 -0.18
22 H 1.26 -1.64 -1.68
23 H -0.03 -1.54 -0.72
24 H 2.32 1.32 -2.51
25 H 1.87 0.54 1.74

Summary:
Structure (SMILES): C/C(O)=C(/C)O.O=c1c2c1CC=C2
Highest occupied orbital energy (eV): -7.5
Lowest unoccupied orbital energy (eV): 0.30
Spin multiplicity: 1
Frontier orbital gap (eV): 7.848


Name the most stable of them. b.


## a
This record from OMol25 describes C3H8N2 as an isolated structure. The level of theory is wB97M-V/def2-TZVPD.

Element x y z (Å)
1 C -1.00 -0.91 -0.05
2 C -1.10 0.56 0.02
3 C 0.80 1.15 0.06
4 N 1.75 -0.79 0.33
5 N 1.51 0.15 -0.49
6 H 0.07 -1.29 0.16
7 H -1.65 -1.41 0.77
8 H -1.07 -1.07 -1.12
9 H -1.50 0.97 0.89
10 H -1.29 1.06 -0.85
11 H 0.77 1.98 -0.57
12 H 0.75 1.30 1.07
13 H 1.96 -1.69 -0.20

Summary:
Highest occupied orbital energy (eV): -9.0
Lowest unoccupied orbital energy (eV): 0.56
Spin multiplicity: 1
Frontier orbital gap (eV): 9.515


## b
This record from OMol25 describes one molecule with the formula C3H8N2. The level of theory is wB97M-V/def2-TZVPD.

Element x y z (Å)
1 C -1.62 0.29 0.02
2 C 0.80 -0.05 -0.38
3 C 1.00 -0.25 1.10
4 H -1.44 -0.51 0.94
5 H -2.58 -0.18 -0.64
6 H -1.79 1.44 0.40
7 H -0.55 0.35 -1.81
8 H 0.40 -1.15 1.39
9 H 2.05 -0.44 1.10
10 H 0.86 0.56 1.85
11 H 1.48 -0.04 -2.06
12 N -0.48 0.10 -0.84
13 N 1.86 -0.12 -1.07

Summary:
Structure (SMILES): [H]/N=C(/C)NC
Highest occupied orbital energy (eV): -8.9
Lowest unoccupied orbital energy (eV): 0.86
Spin multiplicity: 1
Frontier orbital gap (eV): 9.761


## c
This record from OMol25 describes C3H8N2 as an isolated structure. The level of theory is wB97M-V/def2-TZVPD.

Element x y z (Å)
1 C -1.38 -0.20 0.05
2 C 0.73 -0.93 -1.13
3 N -0.10 0.08 -0.52
4 C -0.22 0.17 1.03
5 N 0.16 0.24 2.20
6 H 0.38 2.75 0.15
7 H 1.11 0.01 2.48
8 H -1.70 -1.24 0.11
9 H -2.15 0.55 -0.06
10 H 0.27 2.16 -0.40
11 H 0.95 -0.65 -2.17
12 H 1.66 -1.01 -0.57
13 H 0.29 -1.93 -1.17

Summary:
Highest occupied orbital energy (eV): -8.6
Lowest unoccupied orbital energy (eV): 0.99
Spin multiplicity: 1
Frontier orbital gap (eV): 9.576


Name the most stable of them. b.